ORCA calculation (ωB97M-V/def2-TZVPD) on an isolated molecule of CH4OS3.

Summary:
Orbital gap   8.9 eV
HOMO level   -0.3447 Ha
Largest force on an atom   3.859 eV/Å
Energy above the lowest of the compared OMol25 structures with the same formula, charge and spin   174.2 kJ/mol
SMILES   CS[S@H](=O)=S

The geometry in ORCA input format:
```
! wB97M-V def2-TZVPD RIJCOSX def2/J DEFGRID3
* xyz 0 1
S 1.13053 0.71239 -0.59321
S -0.12172 -2.15148 0.88590
S 0.04695 -1.17518 -0.74787
O -1.11352 -0.91434 -1.51236
C 0.01929 1.25659 0.68904
H 0.48130 1.00775 1.72820
H -1.09354 0.99903 0.43602
H 0.76261 -1.98514 -1.50033
H -0.11189 2.25040 0.61462
*
```